1:
Formula: C2H6N2O2
Source: OMol25
Level of theory: the ωB97M-V functional and the def2-TZVPD basis

Computed properties:
Net charge: 0
HOMO-LUMO gap (spin up / spin down), eV: 8.07 / 8.07
LUMO level (spin up / spin down), eV: 0.0 / 0.0

Geometry (Å):
C  -0.1631  0.2898  0.5557
C  1.0682  1.0523  0.1603
N  -0.1259  -1.0426  0.4715
O  -1.2217  -1.5800  1.1685
N  -0.7805  -0.4461  -1.6578
O  0.0544  -0.6039  -2.4594
H  -1.1945  -2.5193  0.9474
H  -0.7508  0.7134  1.3741
H  -1.0094  0.3980  -0.7175
H  1.4208  0.6962  -0.8111
H  0.8436  2.1152  0.0666
H  1.8589  0.9269  0.9017

---

2:
Formula: C2H6N2O2
Source: OMol25
Level of theory: the ωB97M-V functional and the def2-TZVPD basis

Computed properties:
Net charge: 0
HOMO-LUMO gap, eV: 10.50
LUMO level, eV: 0.7

Geometry (Å):
N  2.3748  -1.7048  -1.4888
C  1.7148  -1.2990  -0.3705
O  0.4781  -1.3360  -0.3296
H  3.3437  -1.9754  -1.5585
H  1.8120  -1.5741  -2.2941
H  2.4247  -0.8521  0.3724
N  -1.6264  0.7956  0.9853
C  -2.2755  2.0548  1.0835
O  -3.4318  2.3567  1.2251
H  -2.2043  -0.0386  1.3336
H  -1.0124  0.7241  0.1831
H  -1.5977  2.8489  0.8585

---

Result of the stability comparison: 1 is the least stable of them.

---

1:
Formula: C2H6N2O2
Source: OMol25
Level of theory: the ωB97M-V functional and the def2-TZVPD basis

Computed properties:
Net charge: 0
HOMO-LUMO gap, eV: 9.71
LUMO level, eV: 0.0

Geometry (Å):
C  0.3081  1.3743  0.7556
C  -0.3017  0.4157  1.4450
O  -1.5580  -0.1246  1.0423
N  -1.4460  -0.9197  -0.0964
O  -2.4702  -0.9155  -0.6962
H  -0.0249  1.5506  -0.2609
H  1.2790  1.7030  1.1761
H  0.2088  0.1491  2.3307
N  1.1186  -0.6325  -1.1937
H  0.7624  -1.3939  -0.7625
H  0.3710  -0.2430  -1.7243
H  1.7531  -0.9634  -2.0157

---

2:
Formula: C2H6N2O2
Source: OMol25
Level of theory: the ωB97M-V functional and the def2-TZVPD basis

Computed properties:
Net charge: 0
HOMO-LUMO gap, eV: 8.47
LUMO level, eV: 0.5

Geometry (Å):
N  -0.8717  -1.5445  0.2167
C  -0.1569  -0.4046  0.6200
C  0.8356  0.2009  -0.2877
O  1.9819  0.6887  0.2903
N  -0.6600  0.8972  -0.1366
O  -1.5219  0.7653  -1.0566
H  -1.6403  -1.7425  0.8480
H  -1.2851  -1.3388  -0.7032
H  0.0003  -0.2617  1.6813
H  0.9414  -0.2423  -1.2773
H  2.4743  1.2114  -0.3540
H  -0.0975  1.7710  0.1591

---

Result of the stability comparison: 1 is the least stable of them.

---

1:
Formula: C2H6N2O2
Source: OMol25
Level of theory: the ωB97M-V functional and the def2-TZVPD basis

Computed properties:
Net charge: 0
HOMO-LUMO gap, eV: 10.93
LUMO level, eV: 0.8

Geometry (Å):
N  -0.9561  0.5453  1.8941
C  -0.6575  -0.5511  0.9909
O  -0.4368  -0.0384  -0.3184
C  0.8023  -0.2124  -0.8214
N  0.8522  0.2618  -2.0868
O  1.7621  -0.7121  -0.2602
H  -0.1114  1.1086  1.9791
H  -1.6364  1.1437  1.4299
H  -1.5287  -1.2121  0.9378
H  0.1734  -1.1481  1.3811
H  0.0218  0.6306  -2.5227
H  1.7152  0.1841  -2.6034

---

2:
Formula: C2H6N2O2
Source: OMol25
Level of theory: the ωB97M-V functional and the def2-TZVPD basis

Computed properties:
Net charge: 0
HOMO-LUMO gap, eV: 10.65
LUMO level, eV: 0.7

Geometry (Å):
C  2.0132  -0.0593  0.2985
N  0.7082  -0.4432  -0.1456
N  -0.2166  0.3898  -0.0093
O  -0.1474  1.5078  0.5108
C  -1.5135  -0.0488  -0.6121
O  -2.5156  -0.3342  0.3003
H  2.6360  -0.9496  0.2874
H  2.4257  0.6838  -0.3901
H  1.9855  0.3900  1.2931
H  -1.8834  0.7930  -1.2050
H  -1.2676  -0.9101  -1.2455
H  -2.2245  -1.0193  0.9174

---

Result of the stability comparison: 2 is the least stable of them.

---

1:
Formula: C2H6N2O2
Source: OMol25
Level of theory: the ωB97M-V functional and the def2-TZVPD basis

Computed properties:
Net charge: 0
HOMO-LUMO gap, eV: 10.15
LUMO level, eV: 0.6

Geometry (Å):
C  0.3770  -0.7082  1.8219
N  0.2062  -0.4354  0.2496
C  -0.8869  0.1332  -0.3524
O  -2.0026  0.0779  -0.1042
N  -0.5749  1.0231  -1.5278
O  0.6104  0.4527  -2.1720
H  -0.0067  -1.8926  2.0893
H  1.6161  -0.4744  2.1825
H  -0.4624  -0.1828  2.4302
H  0.9514  -0.5076  -0.3195
H  -1.2073  1.2111  -2.3331
H  1.3798  1.3031  -1.9644

---

2:
Formula: C2H6N2O2
Source: OMol25
Level of theory: the ωB97M-V functional and the def2-TZVPD basis

Computed properties:
Net charge: 0
HOMO-LUMO gap, eV: 10.13
LUMO level, eV: 0.6

Geometry (Å):
N  -1.6002  -0.3120  1.0728
C  -0.2546  0.3705  1.1312
C  0.6554  -0.3137  0.1404
O  1.3567  -1.2531  0.4226
N  0.6340  0.2248  -1.1292
O  -0.4546  1.0599  -1.4416
H  -2.0452  -0.1162  0.1663
H  -1.4145  -1.3715  1.0303
H  -0.4841  1.4920  0.7738
H  0.2297  0.3551  2.1572
H  0.9364  -0.4474  -1.8210
H  -0.0797  1.9035  -1.3895

---

3:
Formula: C2H6N2O2
Source: OMol25
Level of theory: the ωB97M-V functional and the def2-TZVPD basis

Computed properties:
Net charge: 0
HOMO-LUMO gap, eV: 10.03
LUMO level, eV: 0.6

Geometry (Å):
N  0.4763  -0.2513  -1.6409
N  0.7814  -0.9407  -0.5223
C  -0.1115  -1.1444  0.3936
O  -1.4618  -1.0889  0.2702
H  0.9454  0.7657  -1.3996
H  -0.4825  0.1172  -1.6825
H  0.1970  -1.7047  1.2646
H  -1.7139  -0.5057  -0.4598
C  0.3341  1.1126  0.9366
O  0.2359  1.6835  -0.1636
H  -0.5205  0.9916  1.6112
H  1.3201  0.9650  1.3924

---

Result of the stability comparison: 1 is the least stable of them.

---

1:
Formula: C2H6N2O2
Source: OMol25
Level of theory: the ωB97M-V functional and the def2-TZVPD basis

Computed properties:
Net charge: 0
HOMO-LUMO gap, eV: 10.73
LUMO level, eV: 0.8

Geometry (Å):
N  -3.7480  0.0611  -1.1530
C  -3.6202  0.8618  -0.1693
O  -2.5808  0.9966  0.4707
H  -2.9822  -0.5586  -1.4285
H  -4.6398  0.0257  -1.6530
H  -4.5843  1.4044  -0.0152
N  3.5364  0.0584  1.0513
C  3.8566  -1.0088  0.3109
O  3.2495  -2.1130  0.3941
H  2.9612  0.0191  1.8964
H  3.9517  0.9454  0.7560
H  4.5999  -0.6921  -0.4604

---

2:
Formula: C2H6N2O2
Source: OMol25
Level of theory: the ωB97M-V functional and the def2-TZVPD basis

Computed properties:
Net charge: 0
HOMO-LUMO gap, eV: 9.88
LUMO level, eV: 0.9

Geometry (Å):
C  -1.1892  1.0594  0.1478
N  -0.7702  -0.2485  -0.3731
O  -1.4613  -1.2156  0.3861
C  0.6403  -0.6142  -0.3155
N  1.5033  0.2932  -0.0373
O  2.7545  -0.3938  0.2123
H  -0.6855  1.3116  1.1422
H  -2.2670  1.1100  0.0809
H  -0.8885  1.8036  -0.7321
H  -1.9049  -1.7066  -0.3229
H  0.8296  -1.7565  -0.3952
H  3.4388  0.3572  0.2067

---

3:
Formula: C2H6N2O2
Source: OMol25
Level of theory: the ωB97M-V functional and the def2-TZVPD basis

Computed properties:
Net charge: 0
HOMO-LUMO gap, eV: 9.95
LUMO level, eV: 0.4

Geometry (Å):
N  -2.0644  -0.4042  -0.0906
N  -0.6689  -0.4185  -0.3170
C  -0.1256  0.8356  -0.2819
O  -0.7476  1.8303  -0.2148
C  1.4097  0.6637  0.0866
O  1.9020  -0.6046  -0.1532
H  -2.3579  -1.5861  -0.2656
H  -2.2466  -0.2312  1.0357
H  -0.2453  -1.2190  0.4797
H  1.5723  0.7435  1.1971
H  1.9907  1.4092  -0.4515
H  1.5814  -1.0187  -1.0244

---

Result of the stability comparison: 2 is the least stable of them.

---

1:
Formula: H3OPS3
Source: OMol25
Level of theory: the ωB97M-V functional and the def2-TZVPD basis

Computed properties:
Net charge: 0
HOMO-LUMO gap, eV: 8.54
LUMO level, eV: -1.3

Geometry (Å):
O  -2.2438  -1.4161  -0.8602
P  -3.1373  -0.3331  -0.4383
S  -4.4704  -0.3625  0.9967
S  -3.2872  1.1176  -1.9208
H  -3.8993  1.9543  -1.1990
S  0.6071  0.6931  2.1628
H  1.6101  -0.0156  2.3626
H  0.1473  -0.1570  1.1382

---

2:
Formula: H3OPS3
Source: OMol25
Level of theory: the ωB97M-V functional and the def2-TZVPD basis

Computed properties:
Net charge: 0
HOMO-LUMO gap (spin up / spin down), eV: 6.85 / 6.32
LUMO level (spin up / spin down), eV: -2.5 / -2.6

Geometry (Å):
O  1.0247  -1.7069  -0.4077
P  0.2841  -0.8797  0.7309
S  -0.0291  -2.1327  2.2457
S  1.8284  0.5324  1.1192
S  -2.6768  0.7240  -1.0829
H  1.2118  -1.0903  -1.1585
H  0.8924  1.5398  1.5062
H  -2.1736  1.1272  0.1743

---

Result of the stability comparison: 2 is the least stable of them.